# 1
ORCA calculation (wB97M-V/def2-TZVPD) on a structure of composition C18H40N2O4PRuS6.

Structure (ORCA input):
```
! wB97M-V def2-TZVPD RIJCOSX def2/J DEFGRID3
* xyz 3 1
Ru 0.70484 1.09543 -0.18035
C 3.63476 0.27074 0.23137
N 2.78351 1.11502 -0.62646
C 2.67612 0.50471 -1.96879
C 3.27914 2.50699 -0.67327
C 2.18662 3.42225 -1.18653
N 0.87609 3.14389 -0.51605
C 0.84628 3.79170 0.82048
C -0.22115 3.70116 -1.33544
H 4.64642 0.20079 -0.17631
H 3.19997 -0.72591 0.29710
H 3.67311 0.70081 1.22879
H 3.65809 0.37936 -2.43585
H 2.05484 1.11623 -2.63016
H 2.23517 -0.48860 -1.87376
H 4.16485 2.58324 -1.31087
H 3.57826 2.78569 0.33689
H 2.04490 3.30155 -2.26071
H 2.45928 4.46621 -1.01668
H 0.99024 4.87068 0.72058
H 1.63739 3.37997 1.44374
H -0.12082 3.60095 1.28144
H -0.08500 4.77826 -1.46006
H -1.16770 3.51522 -0.83408
H -0.22039 3.23058 -2.31819
C 1.52357 1.21964 4.21715
S 0.24472 0.80651 3.04899
C -0.14741 -0.83014 3.61963
O 1.04493 0.55399 1.73953
H 2.37527 0.56125 4.05119
H 1.12537 1.09383 5.22384
H 1.80211 2.26064 4.06732
H -0.55215 -0.74799 4.62844
H 0.76089 -1.43150 3.61249
H -0.90095 -1.23258 2.94788
C -4.29944 1.53721 -2.65765
C -2.86093 1.32147 -2.26848
O -2.81700 1.05871 -0.83174
P -1.54908 0.52146 -0.05792
O -2.18862 0.24266 1.37579
C -3.26314 1.04482 1.97147
C -2.95842 2.52404 2.01485
O -1.22365 -0.96708 -0.56372
C -2.06489 -2.14343 -0.36128
C -3.44746 -2.01568 -0.95479
H -4.36027 1.73378 -3.72778
H -4.72099 2.39024 -2.12794
H -4.89940 0.65582 -2.43594
H -2.25780 2.20501 -2.47168
H -2.42479 0.46497 -2.78628
H -3.37197 0.63322 2.97263
H -4.17264 0.84028 1.41031
H -2.09962 2.74014 2.64980
H -3.82077 3.05026 2.42419
H -2.78196 2.92539 1.01564
H -2.10765 -2.34003 0.71053
H -1.50758 -2.94606 -0.84268
H -4.01242 -1.20513 -0.49844
H -3.99132 -2.94301 -0.77173
H -3.40539 -1.85653 -2.03230
C 2.58080 -5.06728 -3.24221
S 1.97642 -6.56592 -2.45763
C 1.49252 -6.31255 -0.88328
C 1.40517 -5.03463 -0.06483
S 1.79757 -3.54531 -0.56375
S 0.82731 -5.30644 1.54050
C 0.57390 -7.04223 1.48381
S 0.02830 -7.93824 2.67553
S 1.01903 -7.73336 -0.08724
H 2.91565 -5.43324 -4.21284
H 3.41704 -4.65092 -2.68934
H 1.78232 -4.34297 -3.36684
*
```

Results
energy: -107342.05841 eV
HOMO: -16.712 eV
energy above the lowest of the compared OMol25 structures with the same formula, charge and spin: 3.6 kcal per mole

# 2
ORCA calculation (wB97M-V/def2-TZVPD) on a structure of composition C18H40OP2PbSi in a non-equilibrium geometry.

Structure (ORCA input):
```
! wB97M-V def2-TZVPD RIJCOSX def2/J DEFGRID3
* xyz 0 1
P 0.20927 -1.61297 0.38804
P -0.09470 1.70419 0.50023
C -0.16731 -0.60459 -1.08318
C 0.36276 0.81222 -1.01963
H -1.26948 -0.60615 -1.19718
H 0.24146 -1.16370 -1.95226
H 1.46832 0.81889 -1.07069
H 0.00005 1.43189 -1.86610
C -1.73015 2.32855 0.27840
H -2.00833 2.97885 1.12699
H -2.49087 1.53824 0.19819
H -1.73689 2.93211 -0.64818
C 0.98493 3.05874 0.69791
H 0.94708 3.66355 -0.22741
H 2.02555 2.74713 0.87972
H 0.66632 3.68804 1.54498
C -0.87495 -2.96931 0.42512
H -0.64321 -3.70164 1.21968
H -0.75369 -3.46101 -0.55875
H -1.92772 -2.66130 0.52200
C 1.85732 -2.20692 0.21990
H 2.61902 -1.41258 0.25003
H 1.92356 -2.73338 -0.75256
H 2.08698 -2.92529 1.02710
Pb -0.01167 0.06792 2.12256
C 0.56985 1.74138 -5.06557
C -0.73357 1.78425 -4.81588
C -1.85641 0.97647 -5.39564
C -1.47203 -0.34819 -6.09493
C -0.75313 -1.30822 -5.19697
C 0.53894 -1.36947 -4.89940
C 1.68237 -0.52577 -5.37776
C 1.32458 0.84456 -5.99867
C -0.01822 -1.64321 3.75229
H 1.21020 2.44726 -4.49404
H -1.07563 2.53782 -4.08294
H -2.43805 1.59613 -6.09790
H -2.55681 0.73952 -4.57296
H -2.41908 -0.82106 -6.43707
H -0.90233 -0.13574 -7.00743
H -1.41521 -2.05057 -4.70094
H 0.85252 -2.17237 -4.20654
H 2.29198 -1.09659 -6.09793
H 2.35051 -0.34731 -4.51395
H 2.28385 1.33861 -6.26919
H 0.79192 0.69647 -6.94550
H 0.77259 -1.31149 4.55745
H 0.38534 -2.50515 3.36615
H -0.99196 -1.66622 4.11017
C 1.70110 -0.38709 6.69280
Si -0.00259 0.01945 6.02368
C -1.26274 -1.19915 6.69989
C -0.45975 1.71555 6.52316
O -0.00049 0.21223 4.46721
H 1.65402 -0.29639 7.79933
H 2.42954 0.34017 6.31584
H 2.01828 -1.39816 6.44409
H -1.26113 -1.09626 7.80389
H -2.26008 -0.94587 6.32759
H -1.01342 -2.22883 6.44586
H 0.27419 2.42650 6.14209
H -1.45418 1.96528 6.14679
H -0.46865 1.75996 7.62807
*
```

Results
energy: -53057.72448 eV
HOMO: -5.109 eV
energy above the lowest of the compared OMol25 structures with the same formula, charge and spin: 47.3 kcal per mole

# 3
ORCA calculation (wB97M-V/def2-TZVPD) on a structure of composition C18H41MnO2P3 in a non-equilibrium geometry.

Structure (ORCA input):
```
! wB97M-V def2-TZVPD RIJCOSX def2/J DEFGRID3
* xyz 3 5
Mn -0.88961 -0.29139 0.62186
P 0.28747 -1.01814 2.52063
P -2.82290 0.16325 1.66155
P -0.12901 1.90971 0.59543
H 3.57878 -1.17108 -8.02096
C 4.32569 -0.51746 -7.57739
C 5.39483 -1.00056 -6.94967
H 5.56742 -2.06943 -6.85347
C 0.49126 -2.82680 2.85323
C -0.28531 -0.52003 4.20982
C 2.04262 -0.46837 2.59554
C -4.13547 0.90523 0.59564
C -3.82056 -1.17592 2.46253
C -2.86869 1.34207 3.09149
C 1.51537 2.16607 -0.19397
C 0.06916 2.96474 2.10223
C -1.15322 3.04085 -0.43095
H 4.15304 0.55148 -7.67362
H 6.14166 -0.34692 -6.50621
H 0.78608 -3.34407 1.93851
H -0.45817 -3.25280 3.19043
H 1.24919 -3.00436 3.62441
H -1.30557 -0.87956 4.36962
H -0.28896 0.56919 4.29625
H 0.36338 -0.93469 4.98985
H 2.58656 -0.90008 1.75040
H 2.52357 -0.77182 3.53188
H 2.06756 0.61688 2.47681
H -5.07999 1.03806 1.13512
H -4.28913 0.25302 -0.26815
H -3.79508 1.87534 0.22320
H -4.69517 -0.75599 2.97172
H -3.20195 -1.69738 3.19833
H -4.16043 -1.90081 1.71921
H -3.63335 2.11251 2.94040
H -1.89944 1.82353 3.22555
H -3.10505 0.79107 4.00611
H 1.89727 3.16363 0.05025
H 1.41341 2.06605 -1.27614
H 2.22603 1.41061 0.14750
H 0.80914 3.75038 1.91449
H 0.40032 2.36183 2.95143
H -0.88188 3.43939 2.35934
H -0.60202 3.95185 -0.69104
H -2.06398 3.30359 0.11307
H -1.43825 2.50897 -1.34214
C 1.28286 -0.37892 -1.66770
C 0.34877 -0.08733 -2.69080
C 0.76320 0.13698 -4.00302
C 2.11330 0.08431 -4.35411
C 3.05015 -0.20366 -3.35557
C 2.65122 -0.43074 -2.04286
O 0.97314 -0.61755 -0.40372
H -1.66690 0.19572 -0.74000
H -0.70121 -0.03332 -2.41669
H 0.01459 0.35723 -4.76182
H 2.42906 0.26264 -5.37783
H 4.10848 -0.25000 -3.60404
H 3.38318 -0.65924 -1.27178
C -1.91609 -3.14180 0.96841
O -1.45442 -2.13358 0.11682
H -1.22191 -4.00485 0.92325
H -1.99789 -2.78726 1.97566
H -2.92053 -3.51370 0.66208
H -2.12563 -2.02657 -0.60641
*
```

Results
energy: -82583.29387 eV
HOMO (alpha / beta): -15.460 / -15.450 eV
energy above the lowest of the compared OMol25 structures with the same formula, charge and spin: 0.0 kcal per mole

# 4
ORCA calculation (wB97M-V/def2-TZVPD) on a structure of composition C18H41N2OP3SYb in a non-equilibrium geometry.

Structure (ORCA input):
```
! wB97M-V def2-TZVPD RIJCOSX def2/J DEFGRID3
* xyz 3 2
Yb 0.20778 1.14470 0.23638
P 1.51283 -2.06844 -1.24033
P 0.92658 1.24717 -2.43941
P -1.21394 -1.33262 -0.39155
H 0.11928 0.14646 4.36359
C -0.26811 -0.85654 4.13068
C 0.52987 -1.94817 4.15187
H 1.53936 -1.90537 4.58198
C 3.34452 -2.23987 -1.26566
C 1.23233 -2.36206 -3.03214
C 1.13707 -3.75136 -0.59707
C 0.41171 2.83004 -1.60954
C 2.62745 1.69185 -2.89895
C 0.01561 1.37098 -4.01473
C -1.72723 -2.47444 0.92854
C -2.02122 -2.06434 -1.86868
C -2.41519 0.03614 -0.07166
H -1.33507 -0.89472 3.87628
H 0.18708 -2.92847 3.79237
H 3.69343 -2.69994 -0.33173
H 3.81125 -1.25677 -1.40862
H 3.61622 -2.90092 -2.09822
H 1.57095 -1.49050 -3.60812
H 0.17680 -2.55767 -3.24720
H 1.82944 -3.23833 -3.31294
H 1.47139 -3.81525 0.44770
H 1.69687 -4.48539 -1.19070
H 0.06782 -3.98917 -0.65319
H 0.59146 3.62208 -2.33975
H 1.00600 3.11379 -0.71069
H -0.67181 2.87293 -1.38672
H 2.61067 2.62240 -3.47407
H 3.06393 0.89533 -3.51085
H 3.24103 1.82349 -1.99970
H 0.30704 2.30127 -4.51080
H -1.06512 1.38439 -3.82258
H 0.25831 0.52178 -4.66541
H -2.81417 -2.43154 1.02571
H -1.27489 -2.19547 1.88563
H -1.44729 -3.49813 0.67797
H -3.10778 -2.00976 -1.70952
H -1.71669 -3.11257 -1.99641
H -1.75546 -1.47491 -2.75921
H -3.42763 -0.38281 -0.11993
H -2.35877 0.84141 -0.83187
H -2.31456 0.44215 0.94954
C -2.40595 2.83500 1.94406
C -2.43244 4.11772 1.41107
C -3.65652 4.79705 1.39759
C -4.79396 4.15951 1.90654
C -4.74192 2.86570 2.43210
C -3.51553 2.17787 2.44240
O -1.18881 1.96631 1.66364
H -0.45379 2.30631 2.19661
H -1.53052 4.52374 0.95852
H -3.69573 5.79076 0.94296
H -5.73192 4.70141 1.88230
H -5.65138 2.38606 2.79297
H -3.45111 1.14639 2.79356
N 3.19464 -1.67886 1.96602
C 3.63877 -0.44012 1.61564
N 4.94932 -0.34991 1.33508
S 2.60350 0.92109 1.44117
H 3.86704 -2.35406 2.32307
H 2.24779 -1.78455 2.31753
H 5.32032 0.53522 1.01849
H 5.55909 -1.16548 1.28840
*
```

Results
energy: -94564.34283 eV
HOMO (alpha / beta): -16.967 / -16.966 eV
energy above the lowest of the compared OMol25 structures with the same formula, charge and spin: 57.6 kcal per mole